# C3H12OP

The ion C3H12OP with charge -1 (the ωB97M-V functional and the def2-TZVPD basis, the Open Molecules 2025 dataset).

```
17
Properties=species:S:1:pos:R:3:forces:R:3
O 1.9187 -1.0919 0.7988 -0.049 0.041 0.007
C 1.7743 -0.1389 -0.2544 0.061 -0.042 0.125
C 0.9213 1.0603 0.1424 -0.014 0.022 -0.067
C -0.4906 0.7317 0.6415 -0.016 0.040 0.119
P -1.5557 -0.4985 -0.3865 -0.072 0.206 -0.062
H 1.0350 -1.4827 0.8862 0.006 -0.036 -0.030
H 1.3582 -0.6256 -1.1390 -0.043 0.023 -0.005
H 2.7889 0.1935 -0.4936 -0.003 0.002 -0.021
H 0.8601 1.7163 -0.7342 -0.015 -0.023 -0.017
H 1.4683 1.6197 0.9127 -0.004 0.042 -0.025
H -0.4512 0.3466 1.6695 0.029 -0.082 -0.079
H -1.0706 1.6629 0.6764 -0.005 -0.029 0.063
H -0.5367 -1.5771 -0.1135 0.050 -0.123 0.033
H -0.8096 -0.0998 -1.6185 -0.048 -0.069 -0.002
H -2.5768 0.5538 -0.6647 0.025 -0.054 -0.022
H -2.2865 -0.9064 0.8489 0.051 0.053 -0.057
H -2.3471 -1.4639 -1.1719 0.046 0.029 0.039
```
Positions in Å, forces in eV/Å.

Calculated values
Highest occupied orbital energy   -3.1 eV
LUMO level   4.18 eV
Net charge   -1

Results of the natural (NBO) charge analysis, in e, for atoms 1 through 4: number 1, O, carries -0.7622; number 2, C, carries -0.0660; number 3, C, carries -0.4273; number 4, C, carries -0.7285

# C19H25MgN3SSi

A structure of composition C19H25MgN3SSi in a non-equilibrium geometry (the ωB97M-V functional and the def2-TZVPD basis, the Open Molecules 2025 dataset).

```
50
Properties=species:S:1:pos:R:3:forces:R:3
C 0.2294 2.0673 2.0358 -0.770 -0.079 0.100
C -0.7656 2.3242 1.0610 0.057 -0.139 -0.270
C -1.9854 1.7759 1.4947 -0.018 0.004 0.069
H -0.6212 2.8493 0.1116 -0.012 -0.293 0.368
C -1.7733 1.2282 2.7936 0.221 -0.624 0.328
C -0.3844 1.3767 3.1084 0.043 0.690 -0.444
H 0.0980 1.1164 4.0461 -0.152 0.070 -0.119
H 1.2691 2.3698 1.9463 -0.155 -0.118 0.134
H -2.9438 1.7802 0.9709 0.316 0.264 0.171
H -2.5474 0.9255 3.5084 0.313 0.255 -0.390
Mg -1.6970 -0.9627 1.7627 0.700 1.909 -0.219
C -1.2442 -2.1783 0.2371 -0.791 -1.435 -0.813
H -1.4319 -3.2531 0.4994 0.158 0.608 -0.128
H -0.2219 -2.1028 -0.1053 0.463 0.049 -0.026
H -1.8557 -2.0026 -0.6467 -0.067 -0.162 -0.307
Si 1.0140 0.6193 -1.2786 -2.180 -2.750 1.786
C 2.3202 -0.4438 -2.0282 0.552 0.248 0.224
C 3.4184 0.3585 -2.3682 -0.029 -0.670 -0.794
H 3.4710 1.3653 -1.9506 0.072 -0.112 -0.477
C 4.3671 -0.1269 -3.2660 0.113 -0.392 0.008
H 5.1365 0.5573 -3.6242 -0.002 -0.375 0.029
C 4.2874 -1.4604 -3.7112 -0.219 0.460 0.583
H 5.0206 -1.8204 -4.4316 -0.242 -0.029 0.158
C 3.3119 -2.3216 -3.1696 -0.019 0.215 0.276
H 3.2988 -3.3766 -3.4435 0.094 0.243 0.038
C 2.3326 -1.8328 -2.2895 -0.048 0.650 -0.578
H 1.5487 -2.4795 -1.8461 0.533 0.419 -0.584
C -0.6205 0.8579 -2.1784 0.570 -1.268 -0.621
C -0.2867 1.4797 -3.3830 -0.751 1.104 -0.017
H 0.6468 1.2249 -3.8966 -0.005 0.487 0.387
C -1.1404 2.4659 -3.8857 -0.522 -0.654 -0.060
H -0.8138 3.0623 -4.7411 -0.378 -0.100 0.248
C -2.4099 2.6053 -3.2947 0.058 0.404 -0.224
H -3.0729 3.4001 -3.6582 0.224 -0.381 0.167
C -2.8612 1.7260 -2.2947 0.229 -0.441 -0.319
H -3.9043 1.7591 -1.9423 0.588 0.021 -0.285
C -1.9686 0.7836 -1.7631 0.331 0.806 -0.321
H -2.2991 -0.0115 -1.0875 0.274 0.752 0.173
H 0.7151 -0.0141 0.0285 -0.026 -0.099 0.127
H 1.4245 1.9010 -0.8830 0.905 1.460 -0.088
N 0.1895 -1.5550 2.7580 0.433 -0.393 0.940
N -0.1325 -1.4730 4.1522 -0.073 -1.197 -0.185
C -1.4333 -1.7145 4.5505 0.499 0.237 0.253
N -1.5815 -1.8369 5.8742 -0.120 -0.285 0.645
S -2.8632 -1.7964 3.6473 0.318 -0.538 0.442
H 0.4877 -2.5087 2.5112 -0.426 0.266 0.144
H 1.0040 -0.9570 2.5704 -0.704 0.278 0.115
H 0.6056 -1.8090 4.7916 -0.682 0.434 -0.416
H -2.5407 -1.9583 6.2039 0.782 0.015 -0.024
H -0.7964 -1.9838 6.5040 -0.455 0.183 -0.204
```
Positions in Å, forces in eV/Å.

Calculated values
Highest occupied orbital energy   -6.8 eV
LUMO level   -0.28 eV
Net charge   0

Results of the natural (NBO) charge analysis, in e, for atoms 1 through 4: number 1, C, carries -0.3236; number 2, C, carries -0.3242; number 3, C, carries -0.3827; number 4, H, carries 0.2104

# C4H7NO

A cluster of 2 separate species, C4H7NO in total in a non-equilibrium geometry (the ωB97M-V functional and the def2-TZVPD basis, the Open Molecules 2025 dataset).

```
13
Properties=species:S:1:pos:R:3:forces:R:3
C -0.2954 0.7810 -0.5934 2.121 -2.646 -1.209
C -0.2042 0.0700 0.6646 4.755 0.484 -0.879
C 0.1277 0.9624 -2.0340 -2.288 -1.131 1.426
C -0.4576 -1.3229 1.1998 0.393 -0.179 -1.249
N -0.9936 1.1879 0.3324 -2.529 2.096 2.702
O 1.5666 0.5170 1.3035 -3.934 -2.265 0.830
H -0.7982 1.3256 -2.5610 1.226 -0.154 0.131
H 0.3657 -0.0927 -2.3161 0.331 1.256 -0.419
H 0.9305 1.6819 -1.9841 0.390 -0.048 -0.572
H -0.1127 -1.4913 2.2413 0.001 0.166 -0.846
H -0.0658 -2.1085 0.4482 -0.372 1.241 1.505
H -1.5264 -1.3937 1.2100 -0.825 -0.393 0.098
H 1.4634 -0.1167 2.0889 0.730 1.573 -1.518
```
Positions in Å, forces in eV/Å.

Calculated values
Highest occupied orbital energy   -9.4 eV
LUMO level   0.74 eV
Net charge   0

Results of the natural (NBO) charge analysis, in e, for atoms 1 through 4: number 1, C, carries 0.3113; number 2, C, carries 0.3561; number 3, C, carries -0.6739; number 4, C, carries -0.6683

| no. | HOMO-LUMO gap (eV) |
| --- | --- |
| 1 | 7.3 |
| 2 | 6.5 |
| 3 | 10.1 |